Molecular formula: C2H2F3NO
Method: DFT, ωB97M-V/def2-TZVPD

```
9
Properties=species:S:1:pos:R:3:forces:R:3:lowdin_charge:R:1
C 1.1125 -0.7741 0.3753 1.01 0.81 1.05 -0.180
C -0.9675 0.8487 -0.4215 1.80 -4.39 -1.16 -0.480
N -0.0594 -0.8884 -0.3755 -2.52 5.06 -3.65 0.021
O -0.0787 -1.3710 0.8631 0.47 -1.13 2.84 -0.034
F -2.1985 0.5014 -0.0434 0.80 1.10 -0.55 0.151
F -0.3902 1.6983 0.3749 -0.32 0.44 0.46 0.175
F -0.8596 1.2798 -1.7048 -0.71 -0.52 1.66 0.126
H 1.8912 -1.3712 -0.0127 0.70 -1.24 -0.02 0.092
H 1.5503 0.0766 0.9447 -1.22 -0.13 -0.62 0.130
```
Forces are in eV/Å.

The value obtained for the molar mass is 113.04 Da. As for the relative energy (zero: lowest compared OMol25 entry of this formula, charge and spin): 487.5 kJ/mol. For the max |F|, the calculation gives 6.73 eV Å⁻¹. The HOMO energy comes out at -9.49 eV. As for the spin multiplicity: 1. The HOMO-LUMO gap is 10.35 eV.